# 1
A molecular structure, C6H8O2 at a distorted geometry. Source: the Open Molecules 2025 dataset; level of theory: the ωB97M-V functional and the def2-TZVPD basis.

Element x y z (Å)
H -3.947 -0.024 -0.191
H 0.871 -2.320 1.142
H 2.472 -1.564 0.158
O -1.717 -0.331 1.391
H -1.057 -0.213 -1.820
C 1.405 -1.848 0.182
H 1.887 1.828 1.244
H 1.297 -3.012 -0.601
C 1.007 2.040 0.236
C -0.609 -0.290 -0.851
C 0.523 0.788 -0.360
H 0.201 2.779 0.744
C 0.832 -0.526 -0.481
H 1.805 2.799 -0.412
O -3.063 0.171 -0.534
C -1.906 -0.276 0.153

For the energy above the lowest of the compared OMol25 structures with the same formula, charge and spin, the calculation gives 147.1 kcal per mole. The calculated total energy is -383.6758 hartree. The orbital gap is 9.6714 eV. As for the highest occupied orbital energy: -9.03 eV. Its largest force on an atom is 5.8 eV Å⁻¹.



# 2
A single C6H8O2 molecule at a distorted geometry. Source: the Open Molecules 2025 dataset; level of theory: the ωB97M-V functional and the def2-TZVPD basis.

Element x y z (Å)
H 1.111 2.541 0.416
H -3.269 0.688 -0.217
H 3.235 0.407 0.500
C -2.636 -0.081 -0.074
O 0.097 -1.875 -0.099
H -0.544 -2.371 0.406
C 2.527 -0.189 -0.032
H 2.334 -1.186 0.392
C -1.164 0.258 -0.109
O -0.748 1.583 -0.008
C -0.071 -0.566 -0.173
H 3.050 -0.094 -1.026
C 0.579 1.614 -0.021
H -2.853 -0.742 -0.871
C 1.127 0.361 -0.096
H -2.774 -0.348 1.014

For the energy above the lowest of the compared OMol25 structures with the same formula, charge and spin, the calculation gives 46.9 kcal per mole. The calculated total energy is -383.8355 hartree. The orbital gap is 8.7315 eV. As for the highest occupied orbital energy: -8.05 eV. Its largest force on an atom is 4.4 eV Å⁻¹.